Entry from the OMol25 dataset: a molecular structure, C46H26F4N4PPtTe (wB97M-V/def2-TZVPD).

```
83
Properties=species:S:1:pos:R:3:mulliken_charge:R:1
Pt -0.00470 0.22139 0.99027 0.678
C 4.02244 -0.17506 5.15782 -0.522
C 2.63476 -0.15823 5.08190 -0.813
C 2.00966 -0.33191 3.85959 -0.652
C 2.78192 -0.52227 2.70960 0.933
C 4.17695 -0.53507 2.78601 -0.397
C 4.79105 -0.36230 4.01580 -0.739
P 1.96143 -0.84569 1.15940 1.241
C 3.09113 -0.43686 -0.17434 0.857
C 3.60397 0.86321 -0.21246 -0.669
C 4.42076 1.25663 -1.25959 -0.917
C 4.73572 0.35329 -2.26894 -0.629
C 4.23156 -0.93800 -2.23201 -0.717
C 3.39677 -1.33402 -1.19492 -0.081
C 1.48732 -2.58058 0.98949 -0.275
C 2.27865 -3.68791 1.16547 0.168
C 1.71272 -4.97890 1.08699 -1.150
C 0.37386 -5.13927 0.85909 -0.820
C -0.46788 -4.01213 0.69503 0.458
C -1.86535 -4.11848 0.50195 -0.444
C -2.67528 -3.00055 0.41062 -1.199
C -2.12463 -1.72678 0.48832 0.320
C -0.73360 -1.55735 0.66105 -1.333
C 0.10855 -2.72555 0.75461 0.619
H 4.50874 -0.03935 6.11475 0.431
H 2.04396 -0.00956 5.97557 0.437
H 0.92659 -0.32387 3.80091 0.314
H 4.77940 -0.67126 1.89650 0.425
H 5.87072 -0.37103 4.08354 0.441
H 3.39881 1.55781 0.59541 0.480
H 4.82970 2.25827 -1.27766 0.481
H 5.39614 0.65302 -3.07256 0.473
H 4.50487 -1.64634 -3.00287 0.543
H 3.04232 -2.35837 -1.15280 0.193
H 3.33567 -3.58096 1.38277 0.584
H 2.34377 -5.84528 1.23437 0.495
H -0.05991 -6.13206 0.83019 0.531
H -2.31352 -5.10542 0.45156 0.556
H -3.74548 -3.11748 0.29938 0.515
H -2.77138 -0.85948 0.43549 0.681
F -1.53667 4.36719 1.97390 -0.268
C -2.71601 4.99638 1.98691 0.302
C -2.78403 6.27457 2.39871 0.065
F -1.68309 6.87638 2.77879 -0.261
C -4.03644 7.00159 2.41498 0.059
C -5.19557 6.23769 2.00314 0.377
C -5.10891 4.95306 1.60173 0.049
F -6.20398 4.30375 1.24597 -0.274
C -3.85941 4.25883 1.55024 0.565
C -3.75858 2.95094 1.11244 0.611
C -2.55807 2.20875 1.04755 0.909
N -1.73580 1.41636 0.89233 -0.889
C -4.84080 2.12842 0.65565 -0.556
N -5.59109 1.37343 0.22009 -0.482
F -6.37086 6.81224 2.03223 -0.243
C -4.11565 8.31883 2.77282 1.352
C -2.98989 9.08169 3.21805 -0.171
N -2.10434 9.70115 3.60927 -0.353
C -5.32544 9.07944 2.73124 -0.229
N -6.26120 9.74499 2.66799 -0.329
Te -0.94942 -1.02100 -2.02759 1.171
C 0.57534 -0.51640 -3.31495 0.770
C 0.66044 0.86666 -3.53814 -0.715
C 1.51724 1.33217 -4.51574 -0.902
C 2.30991 0.43246 -5.22250 -0.462
C 2.24283 -0.93858 -4.97049 -0.759
C 1.38691 -1.42496 -4.00568 -0.216
C -1.29015 -3.00191 -2.49302 0.767
C -2.58799 -3.31819 -2.90456 -0.551
C -2.85548 -4.60553 -3.34828 -0.775
C -1.84740 -5.55963 -3.35779 -0.660
C -0.56085 -5.24248 -2.91824 -0.919
C -0.27460 -3.96361 -2.48251 -0.086
H 0.04195 1.56426 -2.98321 0.474
H 1.56582 2.39041 -4.73341 0.460
H 2.98765 0.80104 -5.98213 0.473
H 2.85657 -1.62202 -5.54217 0.504
H 1.30951 -2.48700 -3.83384 0.399
H -3.37811 -2.57556 -2.90181 0.505
H -3.85062 -4.85728 -3.68944 0.477
H -2.06083 -6.56049 -3.71048 0.478
H 0.21587 -5.99610 -2.92782 0.488
H 0.72298 -3.71818 -2.13555 0.351
```

Summary:
* E: -84752.2134 eV
* ΔE to the lowest compared entry with this formula, charge and spin: 15.5 kcal per mole
* total charge: +3
* multiplicity: 1
* molecular weight: 1064.39 g/mol

=====

Entry from the OMol25 dataset: a molecular structure, C32H44N3O3PV (wB97M-V/def2-TZVPD).

```
84
Properties=species:S:1:pos:R:3:mulliken_spin:R:1
V 0.02644 -0.24046 -0.14517 0.970
C -0.50134 3.08435 2.12453 -0.001
C -1.21313 2.33893 1.03165 -0.009
C -1.52499 2.97504 -0.16954 -0.008
C -2.34813 2.37559 -1.11224 0.004
C -2.83309 1.09621 -0.89426 -0.016
C -2.48678 0.41550 0.27353 0.048
C -1.69779 1.04233 1.24672 0.015
H -1.20247 3.75585 2.62395 0.000
H 0.30744 3.69911 1.72988 0.000
H -0.10033 2.40888 2.87899 0.000
H -1.16105 3.98081 -0.34281 0.000
H -2.62255 2.91581 -2.00876 -0.001
H -3.51494 0.64400 -1.60140 -0.004
H -2.91948 -0.55686 0.47490 0.001
H -1.54529 0.56870 2.20868 -0.003
C 3.05378 1.70770 2.41609 0.001
C 3.10740 0.88265 3.52810 -0.003
C 2.24764 -0.19978 3.60249 0.003
C 1.35226 -0.42343 2.56662 0.025
N 1.33927 0.34513 1.45974 -0.025
C 2.16918 1.39437 1.40161 -0.005
C 0.35616 -1.51035 2.57195 0.029
C 0.07576 -2.28496 3.68612 0.005
C -0.91770 -3.24477 3.61291 -0.003
C -1.60436 -3.41114 2.42294 0.006
C -1.26350 -2.60998 1.34958 0.003
N -0.31584 -1.66559 1.40953 -0.040
H 3.69557 2.57267 2.32687 0.000
H 3.80702 1.07704 4.32970 0.000
H 2.27378 -0.85210 4.46258 0.000
H 2.12474 1.99284 0.50093 0.000
H 0.60807 -2.13523 4.61369 0.000
H -1.15243 -3.85328 4.47565 0.000
H -2.38525 -4.15037 2.31779 0.000
H -1.76748 -2.72541 0.39905 -0.007
C -4.25108 -2.20961 -2.23238 -0.001
C -2.93010 -1.93982 -2.91228 0.000
O -1.89463 -2.70910 -2.26453 0.002
P -0.44409 -2.09661 -1.94082 0.041
O 0.32265 -2.04962 -3.35190 -0.003
C -0.00269 -1.11486 -4.41008 0.003
C -0.31250 -1.87767 -5.67558 0.000
O 0.25330 -3.36886 -1.29254 0.037
C 0.16338 -4.70124 -1.88336 0.001
C -0.71906 -5.57655 -1.02662 0.000
H -5.04833 -1.67539 -2.74966 0.000
H -4.23427 -1.88399 -1.19130 0.000
H -4.47859 -3.27421 -2.25927 0.000
H -2.67623 -0.87687 -2.87166 0.000
H -2.96519 -2.23720 -3.96037 0.000
H 0.86562 -0.46888 -4.54068 0.001
H -0.83880 -0.47955 -4.10862 -0.001
H 0.54100 -2.49063 -5.96287 0.000
H -0.52636 -1.18156 -6.48636 0.000
H -1.17322 -2.53328 -5.54500 0.000
H 1.18497 -5.07808 -1.92206 0.000
H -0.21506 -4.62136 -2.90176 0.000
H -0.34154 -5.62251 -0.00498 0.000
H -0.73708 -6.58862 -1.43108 0.000
H -1.73836 -5.19221 -1.01457 0.000
C 3.24036 -2.61880 -1.85416 0.001
N 4.38425 -1.72716 -1.51965 0.003
C 5.19868 -1.42584 -2.72920 0.000
C 3.93912 -0.47611 -0.77351 0.008
C 3.00816 0.40505 -1.55675 -0.015
C 3.55614 1.39288 -2.38358 -0.014
C 2.74604 2.27838 -3.07364 0.014
C 1.36531 2.17454 -2.94471 -0.015
C 0.84365 1.17659 -2.13543 0.007
C 1.62282 0.28072 -1.39817 -0.032
H 3.63136 -3.53754 -2.28573 -0.001
H 2.59493 -2.11052 -2.56480 -0.003
H 2.67237 -2.82988 -0.95147 0.004
H 4.98412 -2.23753 -0.87253 0.000
H 4.57065 -0.90725 -3.44758 0.000
H 5.55508 -2.36180 -3.15211 0.000
H 6.04310 -0.80082 -2.44935 0.000
H 4.85960 0.04631 -0.50990 0.002
H 3.45244 -0.83917 0.13215 -0.012
H 4.63351 1.49099 -2.46901 0.000
H 3.18330 3.04466 -3.69853 0.000
H 0.71533 2.85667 -3.47820 0.000
H -0.25223 1.10516 -2.07851 -0.008
```

Summary:
* E: -79475.4932 eV
* ΔE to the lowest compared entry with this formula, charge and spin: 0.0 kcal per mole
* total charge: +2
* multiplicity: 2
* molecular weight: 600.64 g/mol

=====

Entry from the OMol25 dataset: 2 unconnected molecules or ions with the total composition C11H12NO2 in a non-equilibrium geometry (wB97M-V/def2-TZVPD).

```
26
Properties=species:S:1:pos:R:3:mulliken_charge:R:1
C -0.59769 3.72709 0.02374 -0.772
C -1.86868 3.19552 0.51314 0.639
O -2.12283 1.85495 0.27968 -0.482
O -2.65702 3.90835 1.05566 -0.582
H 0.38733 3.93992 0.59469 0.268
H -0.86637 4.56094 -0.49638 0.280
H 0.00650 2.88936 -0.47606 0.196
C -1.13485 -3.45149 0.04762 -1.219
C -1.34571 -0.86927 -0.53542 -0.595
C 0.86366 -0.48747 -0.49368 -0.060
C -0.71342 -2.09341 -0.18184 0.353
C 0.72336 -1.80856 -0.13154 0.932
C 2.19668 0.12998 -0.59774 -0.679
C 3.19142 -0.68668 -0.21928 -0.296
C 1.76987 -2.49127 0.48002 -0.440
C 3.07323 -2.03885 0.24312 -0.542
N -0.41958 0.03588 -0.75196 -0.810
H -1.36860 1.31389 0.15167 0.496
H -2.31143 -0.74395 -0.88185 0.462
H 2.13060 1.10370 -1.13214 0.287
H -0.20530 -4.11135 -0.07341 0.227
H -1.92794 -3.96565 -0.53636 0.331
H 4.19329 -0.34079 -0.15923 0.351
H 1.62841 -3.53632 0.96120 0.211
H 3.95371 -2.73789 0.65402 0.200
H -1.39146 -3.48294 1.08608 0.244
```

Summary:
* E: -17186.0558 eV
* ΔE to the lowest compared entry with this formula, charge and spin: 76.5 kcal per mole
* total charge: -1
* multiplicity: 1
* molecular weight: 190.22 g/mol